Computed, not measured: a cluster of 9 separate species, H19O9 in total, with wB97M-V/def2-TZVPD.

Positions of all 28 atoms, in Å:
O1 -1.150 0.408 -0.204
H1 -1.079 1.047 -0.931
H2 2.521 -0.017 1.255
O2 0.379 2.858 -0.699
H3 0.388 3.786 -0.964
O3 0.126 -1.474 -0.885
H4 0.374 1.544 -4.040
H5 0.947 -1.476 -0.319
O4 0.326 1.541 -3.081
H6 -0.594 -0.805 -0.206
H7 0.666 2.890 0.223
O5 0.038 -2.250 2.503
H8 3.677 -2.316 -0.648
H9 -0.247 -3.023 1.975
O6 2.965 -1.921 -1.156
H10 2.951 -2.299 -2.040
H11 0.958 -2.569 2.444
O7 -1.643 -0.248 2.327
H12 -2.127 0.547 0.150
H13 -0.908 0.169 1.864
O8 -3.403 1.274 0.327
H14 0.380 2.444 -2.748
H15 -1.566 -1.079 1.843
O9 1.807 -0.665 1.220
H16 -4.156 0.818 0.722
H17 -2.983 1.798 1.024
H18 0.319 -0.763 -1.530
H19 1.032 -0.220 1.575

Cartesian forces (eV/Å) of the 6 atoms listed first:
O -1.18 -0.01 1.00
H 0.52 -0.19 -0.21
H 0.03 -0.06 -0.15
O -0.03 0.35 0.33
H -0.04 0.03 0.06
O -0.09 0.75 1.53

HOMO level   -14.5 eV
Relative energy (zero: lowest compared OMol25 entry of this formula, charge and spin)   274.6 kJ/mol
Gap between HOMO and LUMO   11.48 eV
Total charge   +1